Entry 1:
{
  "formula": "C18H23Cl2F3O15",
  "method": "ωB97M-V/def2-TZVPD",
  "symbols": ["C", "C", "C", "O", "C", "O", "O", "H", "H", "H", "H", "H", "H", "C", "C", "C", "O", "C", "O", "O", "H", "H", "H", "H", "H", "H", "C", "Cl", "Cl", "H", "H", "C", "C", "O", "C", "O", "O", "F", "H", "H", "H", "C", "C", "O", "C", "O", "O", "F", "H", "H", "H", "C", "C", "O", "C", "O", "O", "F", "H", "H", "H"],
  "coordinates": [[-3.86077, 2.40830, -7.46849], [-3.41343, 1.17155, -6.63697], [-2.04050, 0.53995, -6.70617], [-1.51273, 0.61637, -5.49806], [-2.28588, 1.46409, -4.79294], [-1.90838, 1.91705, -3.70432], [-3.48724, 1.64664, -5.36837], [-4.02004, 2.01877, -8.47397], [-2.93854, 2.98893, -7.44654], [-4.77850, 2.76775, -7.00301], [-4.13139, 0.35142, -6.64063], [-1.22713, 1.03697, -7.23484], [-2.09973, -0.47502, -7.09913], [-8.68494, 4.45608, -6.35224], [-8.58910, 5.30087, -5.14372], [-7.19531, 5.59720, -4.59556], [-7.38114, 7.02793, -4.49298], [-8.32628, 7.45843, -5.30935], [-8.48380, 8.58597, -5.76616], [-9.08295, 6.46826, -5.66838], [-9.64816, 3.95412, -6.44362], [-8.08741, 3.55877, -6.19137], [-8.44884, 4.88702, -7.32521], [-9.33762, 4.99917, -4.41106], [-6.36490, 5.44022, -5.28395], [-6.96906, 5.15056, -3.62735], [-6.81561, 2.23647, -5.87099], [-6.55839, 2.64710, -7.59938], [-6.01763, 3.40184, -4.71836], [-7.83320, 2.03654, -5.53538], [-6.19573, 1.36416, -5.66389], [-8.82916, 2.11040, -1.55747], [-8.14347, 1.08572, -2.39642], [-8.53077, 1.43442, -3.67338], [-8.93191, 2.69363, -3.66990], [-9.27277, 3.31322, -4.70634], [-8.81480, 3.20538, -2.46674], [-8.70261, -0.09036, -2.09474], [-8.19568, 2.47152, -0.74728], [-9.82652, 1.80814, -1.23811], [-7.07950, 0.84933, -2.38293], [-8.59555, -2.40844, -3.49748], [-8.58790, -2.85831, -4.90934], [-7.91373, -1.82810, -5.68243], [-7.69340, -0.78273, -4.88847], [-7.15276, 0.22847, -5.25875], [-8.11366, -1.11887, -3.55166], [-9.84800, -2.98725, -5.30366], [-7.94001, -3.11383, -2.98680], [-9.62454, -2.58092, -3.18198], [-8.08305, -3.81954, -5.00557], [-6.69197, 3.96034, -9.43379], [-6.10544, 4.57076, -10.64824], [-7.13585, 5.42977, -11.08209], [-8.27831, 5.23014, -10.39034], [-9.35257, 5.75285, -10.63957], [-8.06437, 4.20693, -9.55954], [-5.91754, 3.58800, -11.43264], [-6.56335, 4.43758, -8.46230], [-6.20156, 3.02606, -9.16045], [-5.13896, 5.06349, -10.54229]],
  "mulliken_charge": [-0.610, 0.192, -0.464, -0.333, 0.452, -0.591, 0.002, 0.298, 0.451, -0.112, 0.260, 0.258, 0.324, -0.691, 0.925, -0.257, -0.475, 0.488, -0.645, -0.427, 0.264, -1.055, 0.654, 0.191, 0.452, 0.273, -0.985, -0.129, -0.318, 1.522, 0.624, -0.446, 0.323, -0.103, 0.439, -0.657, -0.344, -0.382, 0.275, 0.318, 0.366, -0.398, 0.213, -0.361, 0.551, -0.892, -0.186, -0.297, 0.327, 0.269, 0.326, -0.211, 0.354, -0.340, 0.587, -0.564, -0.265, -0.307, 0.221, 0.258, 0.389],
  "e_homo_ev": -9.584,
  "lumo_ha": -0.006,
  "total_energy_ha": -3047.84425,
  "charge": 0,
  "homo_lumo_gap_ev": 9.43
}

---

Entry 2:
{
  "formula": "C37H87ClIN7O12P",
  "method": "ωB97M-V/def2-TZVPD",
  "symbols": ["C", "C", "O", "O", "C", "P", "I", "C", "C", "O", "C", "C", "C", "C", "O", "O", "C", "C", "C", "Cl", "N", "C", "O", "H", "H", "H", "H", "H", "H", "H", "H", "H", "H", "H", "H", "H", "H", "H", "H", "H", "H", "H", "H", "H", "C", "C", "C", "O", "C", "N", "H", "H", "H", "H", "H", "H", "H", "H", "H", "H", "H", "C", "C", "C", "O", "C", "N", "H", "H", "H", "H", "H", "H", "H", "H", "H", "H", "H", "C", "C", "C", "O", "C", "N", "H", "H", "H", "H", "H", "H", "H", "H", "H", "H", "H", "C", "C", "C", "O", "C", "N", "H", "H", "H", "H", "H", "H", "H", "H", "H", "H", "H", "C", "C", "C", "O", "C", "N", "H", "H", "H", "H", "H", "H", "H", "H", "H", "H", "H", "C", "C", "C", "O", "C", "N", "H", "H", "H", "H", "H", "H", "H", "H", "H", "H", "H"],
  "coordinates": [[6.41929, 5.15045, -3.48040], [6.97027, 3.80279, -3.05762], [7.88234, 3.71076, -2.29496], [6.45681, 2.71227, -3.65800], [5.06049, 2.62826, -4.00716], [4.09040, 1.14957, -3.20198], [4.88047, 1.98791, -0.77611], [5.68435, 0.05375, -3.27681], [6.25662, -0.16516, -4.63456], [6.63182, -1.23175, -5.05352], [2.51297, 2.26873, -3.30595], [2.16576, 3.31292, -2.24787], [1.42711, 2.87035, -0.99044], [1.32853, 3.94125, 0.07443], [0.85526, 3.75426, 1.15528], [1.79977, 5.17933, -0.28427], [3.09557, -0.20714, -2.25672], [2.31278, -1.27245, -2.99643], [1.31426, -1.97176, -2.07481], [3.39985, -2.52954, -3.67712], [3.63660, 0.44935, -4.88462], [2.91157, 0.88725, -5.73215], [2.23842, 1.29696, -6.62026], [7.26505, 5.76801, -3.77673], [5.96651, 5.61850, -2.60313], [5.67571, 5.11146, -4.26805], [4.55042, 3.55175, -3.75057], [5.02341, 2.50469, -5.09218], [6.46265, 0.46850, -2.63679], [5.43188, -0.93798, -2.89946], [6.37141, 0.72224, -5.28135], [2.57643, 2.81995, -4.24897], [1.66025, 1.58783, -3.41669], [1.47147, 4.01208, -2.73843], [3.01505, 3.94700, -2.00055], [0.39016, 2.61320, -1.22648], [1.89996, 2.04416, -0.45796], [2.52375, 5.41514, 0.30898], [3.72832, -0.67355, -1.49987], [2.34753, 0.36269, -1.69973], [1.73856, -0.85692, -3.82408], [1.81459, -2.60609, -1.34467], [0.71623, -1.20391, -1.57916], [0.64552, -2.59451, -2.67284], [1.91792, 2.76437, 6.38341], [1.42514, 2.96988, 4.95344], [1.68208, 1.79073, 4.01285], [3.02371, 1.63528, 3.60279], [3.87984, 0.98418, 4.51384], [1.97619, 4.22137, 4.42670], [2.99563, 2.91265, 6.45808], [1.44355, 3.48667, 7.04846], [1.68366, 1.76051, 6.74414], [0.33721, 3.08854, 4.99215], [1.12263, 1.97265, 3.09596], [1.31158, 0.85035, 4.45020], [3.35357, 0.19229, 5.05929], [4.32984, 1.66958, 5.23626], [4.68276, 0.53394, 3.92981], [1.53984, 4.41300, 3.52858], [2.95583, 4.05848, 4.20847], [-4.83181, 0.43005, -1.86916], [-4.37128, 1.81752, -1.43679], [-3.23609, 2.41714, -2.26942], [-1.96220, 1.86071, -2.03254], [-1.70276, 0.61652, -2.65559], [-4.06858, 1.76731, -0.00338], [-4.15254, -0.35024, -1.52437], [-5.81279, 0.22358, -1.44404], [-4.92098, 0.35643, -2.95508], [-5.22589, 2.49236, -1.55875], [-3.13963, 3.47177, -1.99804], [-3.47540, 2.37455, -3.34159], [-2.16274, 0.56412, -3.64722], [-2.04386, -0.22405, -2.04629], [-0.62063, 0.53701, -2.76169], [-3.89343, 2.70989, 0.33663], [-3.18039, 1.29056, 0.13056], [-10.86684, -1.87372, -2.19653], [-10.31779, -0.49544, -1.84104], [-9.18058, -0.01463, -2.74805], [-7.93427, -0.63722, -2.52431], [-7.75984, -1.91222, -3.10689], [-9.94978, -0.48050, -0.42247], [-10.21568, -2.66756, -1.83048], [-11.84168, -2.01502, -1.73102], [-10.98251, -1.99201, -3.27548], [-11.13000, 0.22703, -1.97243], [-9.01036, 1.04394, -2.53345], [-9.45974, -0.09481, -3.80835], [-8.26104, -1.97481, -4.07843], [-8.12662, -2.71679, -2.46461], [-6.68919, -2.05312, -3.25207], [-9.71562, 0.46618, -0.13741], [-9.08714, -1.00735, -0.31265], [0.70897, -7.89808, -2.82588], [1.27883, -6.70956, -3.59658], [2.30844, -7.09084, -4.66599], [3.57850, -7.46789, -4.17543], [3.68400, -8.78700, -3.69088], [1.78452, -5.71986, -2.64647], [1.40153, -8.24011, -2.05664], [-0.21203, -7.60446, -2.32269], [0.48487, -8.73761, -3.48765], [0.44948, -6.24187, -4.13823], [2.49340, -6.20985, -5.28442], [1.91191, -7.88150, -5.32090], [3.07486, -9.47799, -4.28501], [3.38884, -8.87225, -2.64151], [4.73040, -9.07882, -3.77655], [2.03130, -4.86823, -3.14320], [2.66482, -6.06229, -2.27084], [7.80307, -2.24532, 8.00437], [6.43109, -1.69728, 8.38511], [5.58279, -1.23603, 7.19565], [5.97422, -0.01162, 6.61511], [7.07384, -0.07283, 5.72671], [6.60126, -0.65002, 9.39589], [8.50723, -1.44112, 7.79133], [8.21308, -2.82405, 8.83163], [7.74540, -2.89365, 7.12840], [5.86953, -2.51258, 8.85314], [4.56470, -1.06469, 7.55637], [5.53116, -2.01979, 6.42646], [7.06832, -1.00635, 5.15521], [8.03085, 0.02295, 6.24576], [6.97505, 0.76218, 5.03453], [5.69342, -0.37315, 9.75627], [6.95998, 0.17955, 8.93069], [-8.98844, 2.46386, 2.02214], [-7.60192, 2.02355, 1.55873], [-7.15247, 0.66425, 2.10377], [-6.77151, 0.65855, 3.46558], [-7.82885, 0.61248, 4.39761], [-6.63418, 3.08794, 1.83435], [-8.95977, 2.86608, 3.03484], [-9.36291, 3.25516, 1.37237], [-9.70116, 1.63603, 2.00000], [-7.64079, 1.90423, 0.46931], [-6.25720, 0.36862, 1.55274], [-7.92685, -0.09875, 1.93008], [-8.65254, -0.01087, 4.03209], [-8.21924, 1.60549, 4.63687], [-7.43396, 0.17092, 5.31224], [-5.75531, 2.82025, 1.40049], [-6.43814, 3.09003, 2.83181]],
  "mulliken_charge": [-0.964, 0.697, -0.579, -0.110, -1.254, 1.065, -0.124, -0.695, 0.044, -0.559, -1.241, -0.979, 0.658, 0.097, -0.566, -0.503, -0.968, 0.827, -1.603, -0.324, -0.568, 0.689, -0.646, 0.333, 0.239, 0.368, 0.183, 0.420, 0.708, 0.370, 0.318, 0.858, 0.498, 0.458, 0.305, -0.434, 0.124, 0.364, 0.734, -0.590, 0.187, 0.320, 0.391, 0.381, -1.469, 0.370, -0.626, -0.323, -0.671, -0.788, 0.281, 0.382, 0.331, 0.378, 0.290, 0.408, 0.342, 0.186, 0.267, 0.283, 0.363, -1.384, 0.751, -1.178, -0.066, -0.072, -0.544, 0.239, 0.178, 0.348, 0.271, 0.360, 0.415, 0.334, 0.174, -0.333, 0.335, 0.212, -1.536, 0.358, -0.857, -0.146, -0.796, -0.637, 0.286, 0.390, 0.357, 0.454, 0.347, 0.456, 0.357, 0.265, 0.231, 0.143, 0.333, -1.523, 0.438, -0.682, -0.372, -0.672, -0.595, 0.280, 0.383, 0.352, 0.380, 0.335, 0.428, 0.301, 0.231, 0.259, 0.168, 0.313, -1.420, 0.348, -0.726, -0.298, -0.814, -0.741, 0.294, 0.345, 0.346, 0.397, 0.342, 0.419, 0.368, 0.241, 0.304, 0.279, 0.326, -1.696, 0.718, -0.389, -0.457, -0.640, -0.719, 0.439, 0.348, 0.355, 0.126, 0.127, 0.458, 0.285, 0.229, 0.273, 0.206, 0.326],
  "e_homo_ev": -5.403,
  "lumo_ha": 0.068,
  "total_energy_ha": -3847.34878,
  "charge": -1,
  "homo_lumo_gap_ev": 7.25
}

---

What is the formula in the first record? C18H23Cl2F3O15